No. 1
Computed, not measured: 2 unconnected molecules or ions with the total composition C2H5OP in a non-equilibrium geometry, with ωB97M-V/def2-TZVPD.

Each line ends with the Mulliken charge.
CARTESIAN COORDINATES (ANGSTROEM)
C (0.290, -0.517, -0.968)  -0.30
C (-1.016, -0.235, 1.084)  -0.63
O (-0.123, -0.892, 0.241)  -0.19
P (3.176, 0.554, -1.767)  0.08
H (-0.222, 0.374, -1.421)  0.22
H (-0.698, -0.319, 2.069)  0.29
H (-2.113, -0.611, 1.158)  0.25
H (-1.138, 0.828, 0.884)  0.32
H (1.844, 0.817, -1.281)  -0.04

Kohn-Sham gap (alpha / beta): 0.2600 / 0.2627 Ha
LUMO level (alpha / beta): -0.03918 / -0.03993 hartree
ΔE to the lowest compared entry with this formula, charge and spin: 647.4 kJ/mol
E_HOMO (alpha / beta): -0.299 / -0.303 Eh

=====

No. 2
Computed, not measured: 2 unconnected molecules or ions with the total composition C2H5OP in a non-equilibrium geometry, with ωB97M-V/def2-TZVPD.

Each line ends with the Mulliken charge.
CARTESIAN COORDINATES (ANGSTROEM)
C (1.003, 0.325, 0.017)  -0.60
C (-0.140, -0.591, 0.104)  0.02
O (-1.119, -0.228, 1.081)  -0.55
P (-0.058, 0.487, -1.526)  -0.08
H (1.321, 1.071, 0.774)  0.32
H (2.278, -0.302, -0.320)  0.20
H (-0.067, -1.705, -0.135)  0.32
H (-2.116, -0.454, 1.028)  0.33
H (-1.101, 1.396, -1.024)  0.04

Kohn-Sham gap: 0.3560 Ha
LUMO level: 0.02835 hartree
ΔE to the lowest compared entry with this formula, charge and spin: 276.5 kJ/mol
E_HOMO: -0.328 Eh

=====

No. 3
Computed, not measured: a single C2H5OP molecule in a non-equilibrium geometry, with ωB97M-V/def2-TZVPD.

Each line ends with the Mulliken charge.
CARTESIAN COORDINATES (ANGSTROEM)
H (1.103, 2.443, 1.406)  0.00
P (1.405, 1.290, 0.721)  -0.12
C (-0.137, 0.773, 0.338)  -0.19
C (-0.150, -0.654, -0.754)  -0.46
O (-0.877, -1.728, -0.126)  -0.52
H (-1.036, 1.265, 0.564)  0.35
H (0.900, -0.686, -0.963)  0.37
H (-0.721, -0.225, -1.524)  0.26
H (-0.487, -2.479, 0.338)  0.31

SMILES string: [H]/P=C/CO
Kohn-Sham gap: 0.3673 Ha
LUMO level: 0.01261 hartree
ΔE to the lowest compared entry with this formula, charge and spin: 238.4 kJ/mol
E_HOMO: -0.355 Eh

=====

No. 4
Computed, not measured: a molecular structure, C2H5OPS in a non-equilibrium geometry, with ωB97M-V/def2-TZVPD.

Each line ends with the Mulliken charge.
CARTESIAN COORDINATES (ANGSTROEM)
C (0.311, -0.525, -1.248)  -0.64
C (-0.541, 0.309, 0.932)  -0.04
O (-1.310, -0.778, 1.400)  -0.45
P (1.194, -0.328, 0.533)  -0.10
S (-0.926, 0.720, -0.844)  -0.14
H (0.870, -0.285, -2.142)  0.36
H (0.050, -1.552, -1.371)  0.30
H (-0.611, 1.388, 1.406)  0.37
H (-2.167, -0.573, 1.513)  0.28
H (0.750, -1.701, 1.029)  0.07

Kohn-Sham gap: 0.3391 Ha
LUMO level: 0.01799 hartree
ΔE to the lowest compared entry with this formula, charge and spin: 162.3 kJ/mol
E_HOMO: -0.321 Eh

=====

No. 5
Computed, not measured: 2 unconnected molecules or ions with the total composition C2H5P in a non-equilibrium geometry, with ωB97M-V/def2-TZVPD.

Each line ends with the Mulliken charge.
CARTESIAN COORDINATES (ANGSTROEM)
C (-0.066, -0.400, -0.323)  -0.54
C (-1.031, 0.631, 0.108)  -0.53
P (2.343, 0.012, 0.078)  0.01
H (-0.162, -1.535, -0.442)  0.32
H (-0.411, 1.341, 0.575)  0.26
H (-1.924, 0.127, 0.641)  0.23
H (-1.613, 1.060, -0.794)  0.23
H (2.865, -1.236, 0.157)  0.02

Kohn-Sham gap (alpha / beta): 0.3324 / 0.2708 Ha
LUMO level (alpha / beta): 0.01143 / -0.03252 hartree
ΔE to the lowest compared entry with this formula, charge and spin: 406.8 kJ/mol
E_HOMO (alpha / beta): -0.321 / -0.303 Eh

=====

No. 6
Computed, not measured: 2 unconnected molecules or ions with the total composition C2H5P in a non-equilibrium geometry, with ωB97M-V/def2-TZVPD.

Each line ends with the Mulliken charge.
CARTESIAN COORDINATES (ANGSTROEM)
C (-0.427, 2.014, -0.607)  -0.02
P (-1.819, 1.433, -0.854)  -0.35
H (0.540, 2.408, -0.348)  0.41
C (0.376, -1.221, 0.351)  -0.89
H (0.911, -0.344, 0.090)  0.22
H (0.589, -2.187, -0.074)  0.26
H (0.382, -1.256, 1.399)  0.29
H (-0.553, -0.847, 0.043)  0.09

SMILES string: C#P.C
Kohn-Sham gap: 0.3963 Ha
LUMO level: 0.01987 hartree
ΔE to the lowest compared entry with this formula, charge and spin: 105.9 kJ/mol
E_HOMO: -0.376 Eh

=====

No. 7
Computed, not measured: 2 unconnected molecules or ions with the total composition C2H5PS in a non-equilibrium geometry, with ωB97M-V/def2-TZVPD.

Each line ends with the Mulliken spin population.
CARTESIAN COORDINATES (ANGSTROEM)
C (-2.770, -1.808, 0.494)  1.03
C (-1.662, -1.703, 0.113)  0.96
P (1.769, 1.325, -0.257)  0.00
S (1.631, 0.016, 1.151)  0.01
H (-3.786, -1.879, 0.703)  -0.01
H (2.992, 1.858, -0.869)  0.00
H (-0.585, -1.549, 0.133)  0.00
H (0.985, 1.126, -1.334)  0.00
H (1.426, 2.613, -0.134)  0.00

multiplicity: 3
Kohn-Sham gap (alpha / beta): 0.2009 / 0.2470 Ha
LUMO level (alpha / beta): 0.02255 / -0.09881 hartree
<S²>: 2.0036
ΔE to the lowest compared entry with this formula, charge and spin: 505.1 kJ/mol
E_HOMO (alpha / beta): -0.178 / -0.346 Eh

=====

No. 8
Computed, not measured: a single C2H6 molecule in a non-equilibrium geometry, with ωB97M-V/def2-TZVPD.

Each line ends with the Mulliken charge.
CARTESIAN COORDINATES (ANGSTROEM)
C (0.813, -0.079, -0.033)  -1.02
C (-0.793, -0.003, -0.032)  -0.80
H (1.032, -0.878, 0.197)  0.47
H (1.245, 0.109, -0.939)  0.35
H (1.361, 0.799, 0.721)  0.18
H (-1.328, -0.663, -0.577)  0.37
H (-1.163, 1.093, -0.299)  0.21
H (-1.167, -0.379, 0.963)  0.24

SMILES string: CC
Kohn-Sham gap: 0.4711 Ha
LUMO level: 0.04718 hartree
ΔE to the lowest compared entry with this formula, charge and spin: 245.5 kJ/mol
E_HOMO: -0.424 Eh

=====

No. 9
Computed, not measured: 29 unconnected molecules or ions with the total composition C2H62NO32P in a non-equilibrium geometry, with ωB97M-V/def2-TZVPD.

Each line ends with the Mulliken charge.
CARTESIAN COORDINATES (ANGSTROEM)
N (0.472, 1.654, 0.965)  -0.72
P (0.253, 1.509, -0.616)  0.88
O (1.692, 2.031, -1.366)  -0.45
O (0.053, -0.128, -0.981)  -0.44
C (-1.247, 2.552, -1.152)  -0.49
O (-2.293, 2.611, -0.110)  -0.49
C (-2.624, 1.217, 0.097)  -0.04
O (-2.700, 0.677, 1.218)  -0.44
H (-0.228, 2.264, 1.409)  0.24
H (2.396, 1.493, -0.909)  0.23
H (-0.518, -0.581, -0.315)  0.27
H (-0.934, 3.619, -1.458)  0.33
H (-1.772, 2.087, -2.072)  0.34
H (-2.794, 0.578, -0.848)  0.54
O (-1.750, -2.471, -0.999)  -0.45
H (-1.490, -3.393, -0.860)  0.27
H (-2.278, -2.495, -1.809)  0.24
O (2.135, 4.339, 1.641)  -0.40
H (2.707, 4.426, 2.417)  0.28
H (2.154, 3.393, 1.441)  0.18
O (-2.583, -4.694, 1.059)  -0.49
H (-2.635, -3.804, 1.436)  0.32
H (-2.052, -5.188, 1.699)  0.27
O (4.569, 2.744, -0.796)  -0.55
H (5.465, 2.775, -1.154)  0.29
H (4.083, 3.391, -1.325)  0.27
O (4.586, -0.360, -1.646)  -0.57
H (4.827, -0.394, -2.584)  0.33
H (4.751, 0.557, -1.394)  0.30
O (1.390, 0.188, -3.792)  -0.52
H (1.670, 0.406, -2.892)  0.29
H (1.389, -0.777, -3.808)  0.31
O (-3.443, -2.625, 2.953)  -0.61
H (-4.359, -2.323, 3.009)  0.21
H (-2.925, -1.840, 3.173)  0.33
O (-0.933, -6.235, -1.204)  -0.60
H (-0.413, -6.570, -0.461)  0.29
H (-1.815, -6.596, -1.054)  0.31
O (4.673, 3.802, 2.715)  -0.53
H (5.216, 3.626, 3.495)  0.33
H (4.960, 3.137, 2.075)  0.21
O (2.734, 7.275, 1.158)  -0.66
H (3.011, 7.493, 2.056)  0.31
H (2.730, 6.306, 1.141)  0.31
O (5.276, 5.427, 4.995)  -0.58
H (5.611, 6.071, 5.631)  0.29
H (4.814, 5.964, 4.339)  0.29
O (-4.708, 4.262, -0.776)  -0.65
H (-4.217, 5.092, -0.735)  0.31
H (-4.024, 3.583, -0.705)  0.41
O (-4.057, -1.403, -2.546)  -0.57
H (-3.924, -0.796, -3.285)  0.29
H (-4.969, -1.707, -2.653)  0.27
O (-5.952, -3.567, -1.463)  -0.60
H (-5.433, -3.901, -0.720)  0.31
H (-6.834, -3.929, -1.315)  0.30
O (0.667, 5.096, -2.597)  -0.63
H (1.188, 5.876, -2.372)  0.31
H (1.281, 4.360, -2.474)  0.27
O (4.698, 0.681, 2.475)  -0.62
H (4.534, -0.261, 2.606)  0.29
H (3.864, 1.015, 2.119)  0.31
O (-0.264, 5.870, 0.810)  -0.62
H (0.227, 6.700, 0.853)  0.32
H (0.422, 5.190, 0.878)  0.34
O (1.562, -6.432, 0.494)  -0.59
H (2.067, -5.610, 0.524)  0.30
H (2.233, -7.122, 0.555)  0.29
O (5.015, -1.667, -4.339)  -0.63
H (5.285, -2.587, -4.203)  0.33
H (4.494, -1.692, -5.154)  0.35
O (-1.830, -7.273, 2.597)  -0.62
H (-1.309, -7.179, 1.790)  0.27
H (-2.654, -7.683, 2.297)  0.33
O (5.040, 5.409, -0.847)  -0.60
H (4.965, 6.293, -0.465)  0.29
H (5.567, 4.920, -0.204)  0.30
O (3.563, -0.467, -6.550)  -0.67
H (2.644, -0.178, -6.502)  0.30
H (4.069, 0.322, -6.318)  0.32
O (-4.144, 0.372, 4.083)  -0.63
H (-3.980, 0.461, 3.133)  0.33
H (-4.838, 1.019, 4.262)  0.32
O (5.448, -4.033, -2.899)  -0.62
H (5.731, -3.818, -2.002)  0.30
H (5.441, -4.998, -2.918)  0.30
O (-6.901, 4.245, -3.389)  -0.65
H (-6.332, 4.337, -2.611)  0.34
H (-6.880, 3.301, -3.583)  0.30
O (-4.712, -8.286, 1.202)  -0.60
H (-4.889, -9.224, 1.344)  0.30
H (-5.543, -7.941, 0.855)  0.30
O (-6.738, -1.977, 4.120)  -0.65
H (-5.982, -1.375, 4.163)  0.33
H (-6.598, -2.583, 4.858)  0.33
O (-1.034, -4.400, 4.435)  -0.64
H (-1.213, -5.338, 4.576)  0.31
H (-1.867, -4.052, 4.089)  0.31

Kohn-Sham gap: 0.3383 Ha
LUMO level: -0.00197 hartree
E_HOMO: -0.340 Eh

=====

No. 10
Computed, not measured: a molecular structure, C2H6BF4O2Rb in a non-equilibrium geometry, with ωB97M-V/def2-TZVPD.

Each line ends with the Mulliken spin population.
CARTESIAN COORDINATES (ANGSTROEM)
Rb (1.715, -0.455, 0.143)  0.00
B (3.108, 1.423, -2.263)  0.00
F (3.475, 1.792, -3.546)  0.00
F (4.226, 1.181, -1.459)  0.00
F (2.332, 2.375, -1.622)  0.00
F (2.468, 0.207, -2.399)  0.00
C (-1.913, 0.120, 1.296)  0.08
C (-2.032, -1.413, 0.977)  0.08
O (-0.926, -1.784, 0.195)  0.24
O (-0.771, 0.549, 1.939)  0.41
H (-2.813, 0.459, 1.808)  0.01
H (-1.782, 0.673, 0.366)  0.11
H (-2.937, -1.827, 0.534)  0.02
H (-2.022, -2.030, 1.876)  0.09
H (-1.091, -2.667, -0.146)  -0.01
H (-1.036, 1.397, 2.302)  -0.01

multiplicity: 2
net charge: +1
Kohn-Sham gap (alpha / beta): 0.3139 / 0.0537 Ha
LUMO level (alpha / beta): -0.17124 / -0.43146 hartree
<S²>: 0.7550
E_HOMO (alpha / beta): -0.485 / -0.485 Eh

=====

Energy in eV, matching the order above: -13484.1653 -13488.0096 -13488.4043 -24324.5573 -11438.2961 -11441.4151 -22270.0212 -2168.7042 -79380.5822 -18462.7764